# C47H55As2GeMnNSSe

A structure of composition C47H55As2GeMnNSSe (ωB97M-V/def2-TZVPD, the Open Molecules 2025 dataset).

Last column: Mulliken spin population.
Element x y z (Å)
Mn -0.11 -0.28 -0.35  0.95
S 0.25 -1.03 1.88  0.00
C -0.58 -2.54 2.13  0.01
C -0.81 -2.97 3.44  0.01
C -1.47 -4.15 3.68  0.00
C -1.89 -4.95 2.62  0.01
C -1.65 -4.54 1.32  0.00
C -1.01 -3.34 1.06  0.00
As -0.62 -2.65 -0.72  -0.03
C 1.13 -3.44 -1.05  0.00
C 1.93 -3.97 -0.05  0.00
C 3.18 -4.47 -0.35  0.00
C 3.64 -4.45 -1.66  0.00
C 2.85 -3.92 -2.67  0.00
C 1.60 -3.41 -2.36  0.00
C -1.67 -3.92 -1.77  -0.01
C -2.93 -3.55 -2.22  0.00
C -3.76 -4.47 -2.85  0.00
C -3.33 -5.77 -3.03  0.00
C -2.07 -6.15 -2.60  0.00
C -1.25 -5.23 -1.97  0.00
H -0.46 -2.35 4.24  0.00
H -1.65 -4.47 4.70  0.00
H -2.41 -5.87 2.81  0.00
H -1.97 -5.16 0.49  0.00
H 1.57 -3.99 0.98  0.00
H 3.80 -4.88 0.43  0.00
H 4.62 -4.84 -1.90  0.00
H 3.20 -3.91 -3.69  0.00
H 0.97 -2.97 -3.13  0.00
H -3.26 -2.52 -2.08  0.00
H -4.75 -4.18 -3.18  0.00
H -3.97 -6.50 -3.50  0.00
H -1.73 -7.17 -2.73  0.00
H -0.26 -5.53 -1.63  0.00
C 6.91 -0.36 -1.27  0.00
Ge 5.26 0.08 -0.24  0.00
C 5.20 2.02 0.21  0.00
C 5.17 -0.99 1.42  0.00
C 3.70 -0.47 -1.39  0.00
Se 2.07 0.49 -0.87  0.04
C 2.24 2.00 -2.09  0.01
H 7.79 -0.10 -0.70  0.00
H 6.93 0.18 -2.21  0.00
H 6.94 -1.42 -1.48  0.00
H 5.82 2.21 1.08  0.00
H 4.18 2.31 0.45  0.00
H 5.56 2.63 -0.61  0.00
H 5.85 -0.59 2.17  0.00
H 5.44 -2.02 1.23  0.00
H 4.16 -0.97 1.83  0.00
H 3.51 -1.53 -1.21  0.00
H 3.86 -0.33 -2.45  0.00
H 3.22 2.46 -1.97  0.00
H 1.45 2.69 -1.83  0.00
H 2.10 1.66 -3.12  0.00
C 1.18 7.21 0.98  0.00
C 0.29 6.02 0.77  0.00
C 0.68 4.75 1.16  0.00
C -0.15 3.65 0.99  0.00
C 0.34 2.35 1.56  0.03
C -1.40 3.79 0.37  -0.01
As -2.62 2.26 -0.06  -0.01
N -1.42 1.16 -1.01  0.00
C -1.20 1.46 -2.32  0.01
C -0.72 0.45 -3.19  0.06
C -0.33 0.72 -4.48  0.02
C -0.41 2.01 -4.98  -0.01
C -0.94 3.01 -4.17  0.01
C -1.35 2.75 -2.88  -0.01
C -2.75 1.27 1.65  0.00
C -3.12 -0.09 1.60  0.00
C -3.54 -0.73 0.31  0.00
C -3.22 -0.83 2.77  0.00
C -2.96 -0.25 4.01  0.00
C -3.01 -1.03 5.29  0.00
C -2.72 1.11 4.05  0.00
C -2.66 1.89 2.90  0.00
C -2.59 3.38 3.07  0.00
C -1.81 5.08 0.00  0.00
C -3.16 5.39 -0.59  0.00
C -0.96 6.17 0.20  0.00
H 2.16 6.90 1.34  0.00
H 0.73 7.88 1.71  0.00
H 1.30 7.76 0.05  0.00
H 1.64 4.62 1.64  0.00
H 1.41 2.23 1.39  0.00
H -0.19 1.49 1.14  -0.03
H 0.18 2.33 2.64  0.00
H -0.70 -0.59 -2.82  -0.03
H 0.03 -0.08 -5.11  0.00
H -0.07 2.23 -5.98  0.00
H -1.02 4.02 -4.57  0.00
H -1.76 3.54 -2.26  0.00
H -4.43 -0.22 -0.06  0.00
H -3.75 -1.78 0.45  0.00
H -2.75 -0.63 -0.45  0.01
H -3.51 -1.87 2.71  0.00
H -3.18 -2.09 5.10  0.00
H -3.80 -0.65 5.93  0.00
H -2.06 -0.92 5.82  0.00
H -2.62 1.60 5.01  0.00
H -3.11 3.66 3.99  0.00
H -3.08 3.89 2.24  0.00
H -1.57 3.75 3.14  0.00
H -3.74 4.48 -0.77  0.00
H -3.06 5.93 -1.52  0.00
H -3.72 6.02 0.10  0.00
H -1.30 7.15 -0.09  0.00

Properties
* Kohn-Sham gap (alpha / beta): 6.763 / 7.103 eV
* LUMO energy (alpha / beta): 0.0 / 0.4 eV
* multiplicity: 2



# C2H4ClP

A cluster of 2 separate species, C2H4ClP in total (ωB97M-V/def2-TZVPD, the Open Molecules 2025 dataset).

Last column: Löwdin charge in e.
Element x y z (Å)
C -1.50 0.64 0.55  -0.49
C -1.02 -0.59 -0.10  -0.47
P -0.09 1.04 -0.21  0.87
Cl 3.53 -0.19 0.08  0.24
H 3.53 0.49 -0.99  -0.25
H -2.33 0.95 1.15  0.03
H -0.59 -1.39 0.51  0.04
H -1.52 -0.95 -0.99  0.03

Properties
* Kohn-Sham gap: 9.368 eV
* LUMO energy: 0.3 eV
* ΔE to the lowest compared entry with this formula, charge and spin: 1.753 eV
* SMILES string: C1=PC1.Cl



# C13H23F5NOPPdTe

A structure of composition C13H23F5NOPPdTe (ωB97M-V/def2-TZVPD, the Open Molecules 2025 dataset).

Last column: Mulliken spin population.
Element x y z (Å)
C 1.27 3.49 0.99  -0.01
C 0.01 2.96 1.24  0.03
C -0.24 1.56 1.15  -0.34
C 0.84 0.73 0.81  0.64
C 2.07 1.28 0.47  -0.24
C 2.32 2.64 0.62  0.02
C -1.59 1.05 1.61  0.05
C -2.90 1.18 0.72  0.00
N -2.84 0.93 -0.69  0.00
Pd 0.86 -1.36 0.66  1.16
C 3.16 0.40 -0.06  0.03
P 2.32 -0.85 -1.09  0.11
H -0.82 3.61 1.56  0.00
H 3.34 2.96 0.42  0.00
H 1.47 4.56 1.13  0.00
H 3.73 -0.09 0.75  -0.03
H 3.88 0.96 -0.67  0.00
H -1.49 -0.01 1.90  -0.02
H -1.84 1.58 2.56  0.00
H -3.63 0.44 1.11  0.00
C 3.48 -1.90 -1.96  -0.01
C 1.40 0.13 -2.30  0.06
H -3.31 2.20 0.86  0.00
C -2.17 1.85 -1.56  0.00
C -3.15 -0.39 -1.20  0.00
H 2.37 -1.87 0.29  0.39
H -2.88 2.52 -2.07  0.00
H -1.48 2.48 -1.01  0.00
H -1.64 1.30 -2.35  0.00
H -4.24 -0.51 -1.38  0.00
H -2.65 -0.51 -2.18  0.00
H -2.85 -1.21 -0.53  0.00
H 2.12 0.51 -3.05  0.00
H 0.67 -0.52 -2.80  0.01
H 0.88 0.99 -1.85  0.00
H 4.15 -1.25 -2.54  0.00
H 4.05 -2.54 -1.27  -0.01
H 2.88 -2.53 -2.63  0.00
H 1.19 -2.06 -0.81  0.17
F -0.09 -4.08 0.80  0.01
Te -1.29 -3.50 2.17  0.01
F 0.26 -3.20 3.24  0.00
F -1.35 -5.30 2.81  0.00
F -2.78 -3.90 1.03  0.00
F -2.39 -2.93 3.64  0.00
O -1.13 -1.80 1.44  -0.02

Properties
* Kohn-Sham gap (alpha / beta): 6.350 / 5.713 eV
* LUMO energy (alpha / beta): -1.1 / -1.7 eV
* multiplicity: 3
* ΔE to the lowest compared entry with this formula, charge and spin: 2.459 eV



# C11H12Br2F8N2P

The ion C11H12Br2F8N2P with charge +1 (ωB97M-V/def2-TZVPD, the Open Molecules 2025 dataset).

Last column: Löwdin charge in e.
Element x y z (Å)
C 4.23 0.02 2.36  -0.29
P 3.28 1.05 1.03  0.90
C 3.87 0.25 -0.65  -0.30
C 1.39 0.58 1.11  -0.24
C 0.76 -0.34 2.31  0.01
N -0.71 -0.51 2.00  0.10
C -0.92 0.25 0.71  -0.04
C -2.45 0.20 0.12  -0.14
C -3.21 -1.25 0.32  -0.14
C -3.01 -2.30 -0.92  -0.65
F -2.98 -3.68 -0.29  -0.10
Br -1.28 -2.11 -1.92  0.76
C -4.22 -2.31 -2.03  -0.62
F -4.04 -3.54 -2.88  -0.07
F -5.58 -2.43 -1.45  -0.03
Br -4.01 -0.74 -3.27  0.74
N 0.30 0.98 0.10  0.08
C 0.39 1.85 -1.14  -0.13
F -0.93 2.36 -1.64  0.04
F 0.92 0.97 -2.25  0.01
C 1.33 3.21 -0.93  -0.13
F 1.37 3.69 0.47  0.04
F 2.70 3.06 -1.52  0.03
F 0.68 4.31 -1.73  0.04
H 4.85 -0.82 1.83  0.06
H 3.47 -0.49 3.09  0.03
H 4.98 0.76 2.88  0.07
H 4.32 1.04 -1.39  0.06
H 2.94 -0.28 -1.16  0.05
H 4.67 -0.60 -0.39  0.06
H 1.24 -0.83 3.27  0.13
H -1.36 -1.05 2.61  0.16
H -2.54 0.47 -1.03  0.08
H -3.08 1.03 0.70  0.15
H -4.38 -1.00 0.34  0.15
H -2.99 -1.77 1.35  0.13

Properties
* Kohn-Sham gap: 7.128 eV
* LUMO energy: -4.9 eV
* SMILES string: CP(C)c1c[nH]c(CC[C@](F)(Br)C(F)(F)Br)[n+]1C(F)(F)C(F)(F)F
* total charge: +1



# C20H26O3

The molecule C20H26O3 (ωB97M-V/def2-TZVPD, the Open Molecules 2025 dataset).

Last column: Löwdin charge in e.
Element x y z (Å)
O 4.70 1.43 0.79  0.10
O -2.14 -0.34 3.38  0.08
O 0.24 0.43 -0.60  -0.01
C 3.65 0.88 0.52  -0.34
C -1.89 -0.20 2.17  -0.34
C -2.92 -0.09 1.17  0.06
C 0.41 -2.58 -0.17  -0.03
C -2.32 0.10 -0.07  -0.08
C 1.77 -2.25 -0.27  -0.20
C 2.76 -3.39 -0.50  -0.04
C -2.60 1.66 -1.94  -0.05
C -4.58 0.28 -1.29  -0.08
C -0.82 -1.73 -0.23  -0.06
C -3.07 0.31 -1.37  -0.37
C 2.21 2.38 -0.92  -0.01
C 3.58 -0.63 0.42  -0.04
C 1.38 0.23 0.27  -0.33
C -0.65 1.89 1.72  0.03
C 0.80 -0.12 1.68  -0.01
C -0.84 -0.18 0.09  -0.33
C 2.29 1.49 0.34  -0.20
C 2.27 -0.83 -0.37  -0.19
C -0.63 0.35 1.53  -0.31
H -4.00 -0.07 1.36  0.13
H 0.16 -3.65 -0.16  0.11
H 3.49 -3.40 0.33  0.08
H 3.24 -3.19 -1.43  0.07
H 2.25 -4.33 -0.53  0.07
H -3.07 2.49 -1.39  0.09
H -2.91 1.76 -2.99  0.09
H -1.53 1.76 -1.82  0.07
H -4.96 -0.67 -0.87  0.09
H -5.00 0.38 -2.30  0.09
H -4.95 1.14 -0.71  0.09
H -1.17 -1.83 -1.25  0.12
H -1.55 -2.23 0.44  0.14
H -2.75 -0.47 -2.07  0.14
H 2.97 3.15 -0.98  0.09
H 1.21 2.84 -0.92  0.08
H 2.25 1.77 -1.83  0.09
H 4.42 -1.01 -0.16  0.13
H 3.53 -1.10 1.38  0.14
H -0.30 2.39 0.79  0.10
H -1.64 2.25 1.95  0.09
H 0.00 2.18 2.56  0.10
H 1.36 0.40 2.47  0.13
H 0.82 -1.16 1.96  0.13
H 2.09 2.10 1.21  0.15
H 2.44 -0.57 -1.40  0.16

Properties
* Kohn-Sham gap: 9.073 eV
* LUMO energy: 0.1 eV
* ΔE to the lowest compared entry with this formula, charge and spin: 1.167 eV
* SMILES string: CC1=CC[C@]23O[C@]4(C[C@]2(C)C(=O)C=C3C(C)C)[C@H](C)C(=O)C[C@@H]14



# C41H56BN8RhS4Si

A structure of composition C41H56BN8RhS4Si (ωB97M-V/def2-TZVPD, the Open Molecules 2025 dataset).

Last column: Löwdin charge in e.
Element x y z (Å)
Rh 0.02 -0.29 0.16  0.49
C -2.63 3.26 1.40  -0.04
C -1.85 4.49 0.93  -0.54
C -2.83 5.65 0.74  -0.06
C -0.79 4.92 1.94  -0.04
N -1.21 4.19 -0.39  0.01
C -1.53 4.79 -1.59  -0.04
C -0.81 4.18 -2.55  -0.05
N -0.05 3.20 -1.97  0.02
B 0.76 2.20 -2.84  -0.56
N 2.22 1.97 -2.32  0.06
C 3.12 2.93 -2.73  -0.05
C 4.33 2.64 -2.22  -0.04
N 4.19 1.47 -1.49  0.00
C 2.88 1.10 -1.52  -0.60
S 2.29 -0.22 -0.60  0.75
C 5.32 0.92 -0.67  -0.54
C 5.17 1.48 0.74  -0.02
C 5.38 -0.61 -0.65  -0.07
C 6.63 1.40 -1.30  -0.05
N -0.04 0.93 -3.25  0.04
C 0.27 0.27 -4.42  -0.06
C -0.73 -0.58 -4.70  -0.07
N -1.70 -0.44 -3.72  0.02
C -1.24 0.47 -2.81  -0.64
S -1.96 0.96 -1.35  0.71
C -2.96 -1.25 -3.74  -0.53
C -3.39 -1.37 -5.20  -0.04
C -2.67 -2.62 -3.14  -0.01
C -4.12 -0.63 -2.97  -0.08
C -0.31 3.20 -0.63  -0.69
S 0.42 2.15 0.51  0.69
H -3.17 3.52 2.31  0.09
H -1.98 2.42 1.60  0.03
H -3.37 2.97 0.64  0.08
H -3.28 5.87 1.70  0.09
H -3.63 5.40 0.05  0.09
H -2.32 6.56 0.39  0.09
H -1.29 5.18 2.87  0.09
H -0.25 5.80 1.58  0.09
H -0.08 4.12 2.14  0.03
H -2.22 5.61 -1.65  0.11
H -0.78 4.35 -3.61  0.12
H 0.93 2.80 -3.88  0.12
H 2.82 3.73 -3.38  0.12
H 5.26 3.14 -2.35  0.11
H 4.23 1.14 1.18  0.06
H 5.17 2.57 0.72  0.09
H 5.99 1.14 1.37  0.09
H 4.60 -1.06 -0.05  0.01
H 6.34 -0.88 -0.20  0.09
H 5.34 -1.02 -1.66  0.10
H 6.81 2.46 -1.15  0.08
H 6.67 1.17 -2.37  0.10
H 7.46 0.87 -0.82  0.09
H 1.19 0.46 -4.95  0.13
H -0.83 -1.30 -5.50  0.12
H -2.72 -2.00 -5.79  0.07
H -3.46 -0.39 -5.67  0.10
H -4.38 -1.84 -5.24  0.09
H -1.90 -3.17 -3.69  0.07
H -3.58 -3.22 -3.14  0.10
H -2.33 -2.51 -2.10  0.09
H -4.32 0.40 -3.29  0.09
H -3.95 -0.63 -1.90  0.03
H -5.00 -1.24 -3.18  0.09
C -4.37 -1.37 3.41  -0.21
Si -3.06 -1.07 4.72  0.53
C -2.80 -2.62 5.75  -0.17
C -3.57 0.38 5.80  -0.17
C -1.38 -0.63 3.96  -0.23
C -0.32 -0.36 4.83  -0.08
C 0.96 -0.04 4.38  -0.05
C 1.18 0.01 3.02  -0.12
N 0.20 -0.27 2.18  -0.16
C -1.06 -0.57 2.59  -0.71
S -2.01 -0.86 1.18  0.66
H -5.31 -1.61 3.91  0.03
H -4.11 -2.21 2.76  0.02
H -4.53 -0.49 2.78  0.02
H -3.72 -2.92 6.26  0.03
H -2.03 -2.47 6.51  0.03
H -2.48 -3.44 5.11  0.03
H -4.54 0.20 6.27  0.03
H -3.65 1.29 5.20  0.03
H -2.85 0.58 6.60  0.03
H -0.50 -0.40 5.90  0.10
H 1.76 0.17 5.07  0.11
H 2.14 0.24 2.58  0.11
C 2.53 -3.95 3.37  -0.11
C 1.17 -3.72 3.48  -0.09
C 0.45 -3.21 2.41  -0.05
C 1.10 -2.88 1.21  -0.34
C 2.47 -3.16 1.10  -0.05
C 3.17 -3.69 2.16  -0.09
N 0.38 -2.34 0.14  -0.15
C 0.37 -3.06 -1.05  -0.32
C 0.15 -4.45 -1.01  -0.02
C 0.19 -5.21 -2.17  -0.10
C 0.43 -4.60 -3.40  -0.13
C 0.61 -3.23 -3.45  -0.13
C 0.57 -2.46 -2.29  -0.08
H 3.08 -4.36 4.21  0.09
H 0.65 -3.95 4.40  0.10
H -0.62 -3.08 2.48  0.10
H 2.97 -2.95 0.16  0.09
H 4.23 -3.89 2.06  0.10
H -0.04 -4.92 -0.06  0.11
H 0.03 -6.28 -2.11  0.10
H 0.47 -5.19 -4.31  0.09
H 0.80 -2.74 -4.39  0.09
H 0.72 -1.39 -2.35  0.03

Properties
* Kohn-Sham gap (alpha / beta): 6.446 / 6.444 eV
* LUMO energy (alpha / beta): 0.1 / 0.1 eV
* ΔE to the lowest compared entry with this formula, charge and spin: 0.603 eV



# C5H11NO

A structure of composition C5H11NO (ωB97M-V/def2-TZVPD, the Open Molecules 2025 dataset).

Last column: Löwdin charge in e.
Element x y z (Å)
C -0.36 -0.58 0.17  -0.06
C 0.64 0.57 0.34  -0.40
C 1.30 0.98 -0.99  -0.07
C 1.67 0.20 1.44  -0.08
C -1.63 -0.40 -0.58  -0.58
N -2.75 -1.17 -0.16  0.12
O -1.79 0.50 -1.41  0.02
H -0.36 -0.74 -1.03  0.17
H -0.48 -1.29 0.98  0.12
H 0.15 1.45 0.78  0.13
H 0.50 0.89 -1.72  0.05
H 1.94 0.15 -1.30  0.09
H 1.64 2.02 -1.02  0.09
H 1.51 0.66 2.41  0.07
H 1.63 -0.88 1.60  0.07
H 2.70 0.43 1.15  0.07
H -2.75 -2.16 -0.33  0.09
H -3.56 -0.61 -0.36  0.09

Properties
* Kohn-Sham gap: 10.407 eV
* LUMO energy: 0.9 eV
* ΔE to the lowest compared entry with this formula, charge and spin: 3.050 eV



# C46H46BaClN7O5S2

A structure of composition C46H46BaClN7O5S2 (ωB97M-V/def2-TZVPD, the Open Molecules 2025 dataset).

Last column: Löwdin charge in e.
Element x y z (Å)
Ba 1.25 0.14 0.45  1.91
C 3.64 3.40 0.37  -0.18
C 4.64 2.25 0.32  -0.11
C 4.72 1.54 -1.02  -0.28
C 5.62 0.49 -1.17  -0.02
C 5.72 -0.13 -2.40  -0.06
C 4.90 0.31 -3.44  -0.08
C 4.03 1.35 -3.18  -0.15
N 3.94 1.96 -2.00  0.11
N 2.37 3.03 1.02  -0.19
C 2.53 3.19 2.47  -0.14
C 1.46 2.54 3.32  -0.27
C 0.73 3.27 4.24  -0.02
C -0.16 2.60 5.08  -0.06
C -0.28 1.23 4.96  -0.07
C 0.47 0.58 3.99  -0.14
N 1.32 1.22 3.19  0.04
C 1.30 3.91 0.55  -0.14
C 0.97 3.68 -0.91  -0.28
C 0.93 4.73 -1.82  -0.01
C 0.63 4.47 -3.14  -0.05
C 0.38 3.17 -3.53  -0.06
C 0.45 2.17 -2.56  -0.14
N 0.72 2.42 -1.28  0.03
H 4.07 4.27 0.87  0.13
H 3.42 3.69 -0.66  0.10
H 5.64 2.62 0.56  0.13
H 4.43 1.52 1.10  0.09
H 6.23 0.17 -0.33  0.10
H 6.41 -0.95 -2.55  0.11
H 4.94 -0.14 -4.42  0.10
H 3.37 1.72 -3.96  0.10
H 3.48 2.73 2.76  0.14
H 2.60 4.26 2.73  0.13
H 0.85 4.34 4.31  0.12
H -0.73 3.15 5.81  0.11
H -0.93 0.66 5.61  0.11
H 0.41 -0.49 3.84  0.10
H 0.41 3.71 1.14  0.09
H 1.57 4.97 0.69  0.13
H 1.15 5.74 -1.48  0.11
H 0.60 5.28 -3.87  0.11
H 0.16 2.91 -4.56  0.11
H 0.27 1.13 -2.82  0.11
O -1.00 -0.96 1.15  -0.73
S -1.53 -2.27 1.67  1.00
C -2.89 -1.81 2.80  -0.30
C -4.07 -1.06 2.17  -0.21
C -3.74 0.25 1.45  -0.23
C -3.30 1.36 2.40  -0.31
S -2.26 2.63 1.63  0.99
O -1.03 1.95 1.13  -0.61
C -3.27 2.94 0.18  -0.39
C -4.47 3.62 0.30  -0.09
C -5.23 3.85 -0.83  -0.08
C -4.78 3.41 -2.07  -0.08
C -3.56 2.75 -2.18  -0.06
C -2.79 2.51 -1.05  -0.06
C -2.52 -2.99 0.38  -0.38
C -2.41 -2.47 -0.90  -0.05
C -3.17 -3.05 -1.92  -0.06
C -4.00 -4.12 -1.65  -0.08
C -4.07 -4.65 -0.37  -0.08
C -3.32 -4.09 0.65  -0.12
H -2.38 -1.23 3.57  0.08
H -3.21 -2.74 3.26  0.09
H -4.80 -0.87 2.95  0.12
H -4.55 -1.73 1.45  0.11
H -4.64 0.59 0.92  0.12
H -2.97 0.08 0.70  0.09
H -2.66 1.00 3.20  0.07
H -4.14 1.89 2.85  0.10
H -4.80 3.97 1.27  0.11
H -6.17 4.38 -0.75  0.11
H -5.37 3.60 -2.96  0.11
H -3.21 2.42 -3.15  0.11
H -1.84 2.00 -1.10  0.09
H -1.72 -1.66 -1.10  0.09
H -3.09 -2.66 -2.92  0.11
H -4.59 -4.56 -2.45  0.11
H -4.70 -5.51 -0.16  0.11
H -3.35 -4.53 1.64  0.09
C -1.09 -5.48 -3.20  -0.03
C -0.51 -5.25 -1.83  -0.19
C -1.01 -5.89 -0.71  -0.08
C -0.46 -5.65 0.54  -0.67
Cl -1.17 -6.42 1.94  0.66
C 0.61 -4.80 0.69  -0.11
C 1.13 -4.15 -0.42  0.00
C 0.57 -4.36 -1.67  -0.22
O 0.99 -3.75 -2.81  -0.02
C 2.06 -2.84 -2.69  -0.09
C 1.72 -1.57 -1.90  -0.73
O 2.69 -0.91 -1.46  -0.19
O 0.51 -1.28 -1.70  -0.17
H -1.95 -6.15 -3.14  0.08
H -0.34 -5.92 -3.86  0.09
H -1.40 -4.54 -3.65  0.08
H -1.85 -6.56 -0.81  0.11
H 1.04 -4.61 1.67  0.10
H 1.97 -3.48 -0.27  0.10
H 2.33 -2.56 -3.70  0.14
H 2.93 -3.30 -2.22  0.14
N 2.27 -1.86 1.99  -0.03
C 3.43 -2.00 2.08  -0.42
N 4.70 -2.22 2.17  0.05
C 5.52 -1.19 2.24  -0.42
N 6.28 -0.32 2.31  0.08

Properties
* Kohn-Sham gap: 7.726 eV
* LUMO energy: 0.0 eV
* ΔE to the lowest compared entry with this formula, charge and spin: 0.252 eV



Taking the records one at a time from the top gives energy values of -336815.2478 -23947.7374 -51035.9014 -185677.8687 -27302.5335 -110256.0269 -8898.6478 -104007.2915 eV.